[1]
The following is a DFT calculation (the ωB97M-V functional and the def2-TZVPD basis) of a cluster of 2 separate species, C2H9N2O in total in a non-equilibrium geometry.

Summary:
HOMO energy   -14.61 eV
Energy   -266.088170 a.u.
Total charge   +1
Maximum force   0.0556 Eh/bohr
Molecular weight   77.11 g mol⁻¹
LUMO level   -3.7764 eV

Structure (XYZ):
```
14
C2H9N2O the ωB97M-V functional and the def2-TZVPD basis
N 2.13431 0.03704 0.74900
H 1.03198 -0.11276 0.68306
H 2.52392 -0.42111 1.56485
H 2.36142 -0.12010 -0.22288
H 2.22293 1.01636 0.92326
C -0.70254 -0.69408 -0.92570
N -0.57867 -0.46460 0.46578
C -1.00328 0.86666 0.92286
O -0.39337 0.10354 -1.79801
H -1.24811 -1.62046 -1.12303
H -1.09915 -1.19342 0.96344
H -0.44960 1.63515 0.34204
H -0.72378 0.95258 1.99569
H -2.12721 0.99280 0.77119
```

Atomic partial charges in e from the natural (NBO) method, atoms 1 to 4: number 1, N, carries -0.913; number 2, H, carries 0.460; number 3, H, carries 0.458; number 4, H, carries 0.460

***

[2]
The following is a DFT calculation (the ωB97M-V functional and the def2-TZVPD basis) of a cluster of 2 separate species, C2H9N2O in total in a non-equilibrium geometry.

Summary:
HOMO energy   -13.27 eV
Energy   -266.079641 a.u.
Total charge   +1
Maximum force   0.0274 Eh/bohr
Molecular weight   77.11 g mol⁻¹
LUMO level   -3.2854 eV

Structure (XYZ):
```
14
C2H9N2O the ωB97M-V functional and the def2-TZVPD basis
C -0.67370 -0.35894 0.45283
C -0.05214 -1.07506 1.39203
N -0.74002 -2.00160 2.14246
N 0.11862 0.71593 -0.25030
H -1.52987 -0.68997 -0.10865
H 1.01729 -1.01393 1.56387
H -0.50717 -2.96970 2.24503
H -1.68750 -1.75141 2.35856
H -0.39912 1.59121 -0.20019
H 0.33364 0.53965 -1.24207
H 1.03585 0.74855 0.19131
H 1.33379 2.85872 -2.50312
H 1.04320 2.15159 -3.80087
O 1.03113 2.01340 -2.83320
```

Atomic partial charges in e from the natural (NBO) method, atoms 1 to 4: number 1, C, carries -0.195; number 2, C, carries 0.064; number 3, N, carries -0.801; number 4, N, carries -0.684

***

[3]
The following is a DFT calculation (the ωB97M-V functional and the def2-TZVPD basis) of a cluster of 2 separate species, C2H9N2O in total in a non-equilibrium geometry.

Summary:
HOMO energy (spin up / spin down)   -19.89 / -19.92 eV
Energy   -265.575694 a.u.
Total charge   +2
Maximum force   0.0959 Eh/bohr
Molecular weight   77.11 g mol⁻¹
LUMO level (spin up / spin down)   -9.4646 / -12.7085 eV
Spin multiplicity   2

Structure (XYZ):
```
14
C2H9N2O the ωB97M-V functional and the def2-TZVPD basis
C -0.85575 -1.55101 0.37550
C 0.25747 -0.81835 0.34057
N 0.09908 0.65994 0.51834
N -1.02233 -2.65595 -0.32666
H -1.75280 -1.26551 0.99427
H 1.32655 -1.15436 0.17953
H -0.94229 0.86262 0.26361
H 0.81484 1.18466 -0.19588
H 0.26340 1.24221 1.43574
H -0.64873 -2.55080 -1.25854
H -1.94725 -3.20237 -0.16395
H 0.96826 3.56802 -1.15451
H 2.19977 2.71690 -0.51636
O 1.23978 2.96401 -0.49167
```

Atomic partial charges in e from the natural (NBO) method, atoms 1 to 4: number 1, C, carries 0.047; number 2, C, carries 0.139; number 3, N, carries -0.803; number 4, N, carries -0.488

***

[4]
The following is a DFT calculation (the ωB97M-V functional and the def2-TZVPD basis) of an isolated molecule of C2H9N2OPS in a non-equilibrium geometry.

Summary:
HOMO energy   -9.03 eV
Energy   -1005.946547 a.u.
Total charge   0
Maximum force   0.0968 Eh/bohr
Molecular weight   140.15 g mol⁻¹
LUMO level   0.7664 eV
SMILES string   CN(C)[P@@](N)(O)=S

Structure (XYZ):
```
16
C2H9N2OPS the ωB97M-V functional and the def2-TZVPD basis
C -0.48933 1.74422 0.04159
N -0.29166 0.45235 -0.55058
C -1.58176 -0.32424 -0.50603
P 1.19881 -0.27785 -0.08253
N 1.09522 -1.01756 1.43732
O 1.07312 -1.69115 -0.98996
S 2.74565 0.86817 -0.18384
H -0.64019 1.63724 1.16918
H 0.46026 2.24524 -0.23794
H -1.41406 2.21779 -0.29528
H -1.39514 -1.42566 -0.42169
H -1.99457 -0.03671 0.42482
H -2.25115 -0.04889 -1.30929
H 1.91544 -0.91017 1.96317
H 0.91629 -1.93471 1.30111
H 0.65307 -1.49809 -1.76006
```

Atomic partial charges in e from the natural (NBO) method, atoms 1 to 4: number 1, C, carries -0.436; number 2, N, carries -0.777; number 3, C, carries -0.417; number 4, P, carries 1.828

***

[5]
The following is a DFT calculation (the ωB97M-V functional and the def2-TZVPD basis) of a cluster of 2 separate species, C2H9N2S in total in a non-equilibrium geometry.

Summary:
HOMO energy   -2.40 eV
Energy   -589.296937 a.u.
Total charge   -1
Maximum force   0.0372 Eh/bohr
Molecular weight   93.17 g mol⁻¹
LUMO level   3.9423 eV

Structure (XYZ):
```
14
C2H9N2S the ωB97M-V functional and the def2-TZVPD basis
C 2.14979 -0.08181 -1.15110
S 1.90542 1.58701 -1.75178
H 2.05345 -0.18511 -0.03833
H 3.14744 -0.45542 -1.42292
H 1.55036 -0.95159 -1.57382
N -1.44969 0.94199 -0.10056
C -1.66091 -0.02396 0.94970
N -0.50329 -0.90841 1.33077
H -0.60794 0.83180 -0.65737
H -1.58152 1.91924 0.09362
H -2.51034 -0.63755 0.62743
H -1.96623 0.44471 1.88647
H 0.25807 -0.62717 0.71941
H -0.78459 -1.85372 1.08848
```

Atomic partial charges in e from the natural (NBO) method, atoms 1 to 4: number 1, C, carries -0.768; number 2, S, carries -0.697; number 3, H, carries 0.156; number 4, H, carries 0.177

***

[6]
The following is a DFT calculation (the ωB97M-V functional and the def2-TZVPD basis) of a cluster of 2 separate species, C2H9N2S in total in a non-equilibrium geometry.

Summary:
HOMO energy   -14.17 eV
Energy   -589.016655 a.u.
Total charge   +1
Maximum force   0.0695 Eh/bohr
Molecular weight   93.17 g mol⁻¹
LUMO level   -4.2236 eV

Structure (XYZ):
```
14
C2H9N2S the ωB97M-V functional and the def2-TZVPD basis
C 0.25777 -0.87295 1.07825
C -0.61094 -0.47465 -0.08709
N 0.74818 1.50418 -0.39139
N -0.36633 -1.08203 -1.27070
S -2.13027 0.38225 0.04105
H 1.36834 -0.97011 0.76723
H -0.07656 -1.83397 1.50051
H 0.41944 -0.14273 1.94602
H 1.56299 1.32437 0.18551
H 0.20290 2.37476 -0.02606
H 1.09089 1.43168 -1.38039
H 0.58908 -1.54086 -1.50001
H -1.04265 -0.89032 -2.14523
H -2.01283 0.79038 1.28229
```

Atomic partial charges in e from the natural (NBO) method, atoms 1 to 4: number 1, C, carries -0.722; number 2, C, carries 0.300; number 3, N, carries -1.078; number 4, N, carries -0.753

***

[7]
The following is a DFT calculation (the ωB97M-V functional and the def2-TZVPD basis) of a cluster of 2 separate species, C2H9N2S in total in a non-equilibrium geometry.

Summary:
HOMO energy (spin up / spin down)   -19.91 / -19.89 eV
Energy   -588.577081 a.u.
Total charge   +2
Maximum force   0.0227 Eh/bohr
Molecular weight   93.17 g mol⁻¹
LUMO level (spin up / spin down)   -7.8705 / -13.3705 eV
Spin multiplicity   2

Structure (XYZ):
```
14
C2H9N2S the ωB97M-V functional and the def2-TZVPD basis
N -0.02443 2.41017 1.82074
C -0.25702 1.67770 0.77294
N 0.66064 0.97308 0.12360
H 0.86406 2.42450 2.31161
H -0.80895 2.68293 2.40283
H -1.29884 1.58371 0.46518
H 0.36498 0.24191 -0.52341
H 1.61604 0.96544 0.46056
C -0.12630 -2.47084 -0.94638
S -0.95992 -1.11764 -1.75596
H 0.95403 -2.30603 -0.88690
H -0.45646 -2.56244 0.08768
H -0.34020 -3.40525 -1.47333
H -0.18764 -1.09724 -2.85916
```

Atomic partial charges in e from the natural (NBO) method, atoms 1 to 4: number 1, N, carries -0.665; number 2, C, carries 0.406; number 3, N, carries -0.711; number 4, H, carries 0.442

***

[8]
The following is a DFT calculation (the ωB97M-V functional and the def2-TZVPD basis) of a cluster of 2 separate species, C2H9N2S2 in total in a non-equilibrium geometry.

Summary:
HOMO energy (spin up / spin down)   -9.95 / -13.49 eV
Energy   -987.055495 a.u.
Total charge   +1
Maximum force   0.1208 Eh/bohr
Molecular weight   125.24 g mol⁻¹
LUMO level (spin up / spin down)   -3.6852 / -8.1910 eV
Spin multiplicity   3

Structure (XYZ):
```
15
C2H9N2S2 the ωB97M-V functional and the def2-TZVPD basis
C -1.88533 -0.29208 1.26071
C -0.44166 -0.48397 0.92280
N 0.09891 0.09998 -0.09747
N 2.23401 0.26822 -2.32516
S -2.06371 0.33091 3.02792
S 0.57689 -1.53545 1.86828
H -2.36161 -1.29842 1.44907
H -2.23413 0.58402 0.65128
H 1.20450 0.09845 -0.51011
H -0.57449 0.53507 -0.76568
H 2.63860 -0.56235 -2.44692
H 2.95471 0.88099 -2.11427
H 1.76418 0.58275 -3.27344
H -2.09981 1.74608 2.90973
H -0.06758 -1.24206 3.09738
```

Atomic partial charges in e from the natural (NBO) method, atoms 1 to 4: number 1, C, carries -0.609; number 2, C, carries -0.025; number 3, N, carries -0.782; number 4, N, carries -1.071

***

Please write out number 4 again, unchanged.
The following is a DFT calculation (the ωB97M-V functional and the def2-TZVPD basis) of an isolated molecule of C2H9N2OPS in a non-equilibrium geometry.

Summary:
HOMO energy   -9.03 eV
Energy   -1005.946547 a.u.
Total charge   0
Maximum force   0.0968 Eh/bohr
Molecular weight   140.15 g mol⁻¹
LUMO level   0.7664 eV
SMILES string   CN(C)[P@@](N)(O)=S

Structure (XYZ):
```
16
C2H9N2OPS the ωB97M-V functional and the def2-TZVPD basis
C -0.48933 1.74422 0.04159
N -0.29166 0.45235 -0.55058
C -1.58176 -0.32424 -0.50603
P 1.19881 -0.27785 -0.08253
N 1.09522 -1.01756 1.43732
O 1.07312 -1.69115 -0.98996
S 2.74565 0.86817 -0.18384
H -0.64019 1.63724 1.16918
H 0.46026 2.24524 -0.23794
H -1.41406 2.21779 -0.29528
H -1.39514 -1.42566 -0.42169
H -1.99457 -0.03671 0.42482
H -2.25115 -0.04889 -1.30929
H 1.91544 -0.91017 1.96317
H 0.91629 -1.93471 1.30111
H 0.65307 -1.49809 -1.76006
```

Atomic partial charges in e from the natural (NBO) method, atoms 1 to 4: number 1, C, carries -0.436; number 2, N, carries -0.777; number 3, C, carries -0.417; number 4, P, carries 1.828